Entry 1:
Below is a molecular structure, C37H32AuClOPSb in a non-equilibrium geometry, with properties calculated with the ωB97M-V functional and the def2-TZVPD basis.

The value obtained for the energy is -72958.871 eV. The value obtained for the lowest unoccupied orbital energy (alpha / beta) is -6.26 / -10.16 eV. The spin multiplicity is 3. As for the total charge: +2. The HOMO energy (alpha / beta) is -12.7 / -14.3 eV. Its energy relative to the best compared isomer or geometry (same formula, charge and spin) is 0.0 kcal/mol. The value obtained for the frontier orbital gap (alpha / beta) is 6.410 / 4.120 eV.

```
74
Properties=species:S:1:pos:R:3:forces:R:3
Au -0.1760 0.1623 -0.0522 0.013 -0.806 -0.450
Cl 0.0144 -2.1659 0.2701 -0.071 -0.256 -0.191
C -0.1367 2.1246 0.0582 0.732 5.084 0.177
O 0.2809 3.1973 0.1517 -1.066 -3.367 -0.129
P 0.0978 0.0895 -2.4847 0.601 -0.185 -3.280
C -1.4509 -0.2967 -3.3609 -0.483 -0.131 0.578
C 0.5800 1.7095 -3.1562 0.178 -0.095 0.591
C 1.3430 -1.0984 -3.0844 0.409 -0.273 0.524
C 1.8034 1.9214 -3.8183 0.095 0.196 0.002
C 2.1083 3.1938 -4.3100 0.099 -0.404 0.045
C 1.2254 4.2577 -4.1188 -0.130 -0.063 0.070
C 0.0244 4.0580 -3.4295 -0.117 -0.304 0.127
C -0.2895 2.7903 -2.9395 -0.139 0.433 -0.196
H 2.5029 1.0942 -3.9514 -0.213 0.269 -0.035
H 3.0482 3.3478 -4.8452 -0.338 -0.040 0.181
H 1.4710 5.2483 -4.5029 -0.053 -0.288 0.109
H -0.6676 4.8857 -3.2690 0.225 -0.237 -0.069
H -1.2283 2.6384 -2.4007 0.184 0.055 -0.220
C -2.3899 -1.1362 -2.7291 -0.105 0.035 -0.086
C -3.6051 -1.4253 -3.3539 0.205 -0.088 0.079
C -3.8821 -0.9110 -4.6238 0.145 0.033 0.184
C -2.9546 -0.0829 -5.2611 0.434 0.028 0.209
C -1.7453 0.2335 -4.6322 -0.144 0.268 -0.037
H -2.1606 -1.5588 -1.7476 -0.155 0.069 -0.252
H -4.3360 -2.0590 -2.8459 0.279 0.191 -0.203
H -4.8241 -1.1517 -5.1164 0.236 0.087 0.152
H -3.1675 0.3294 -6.2479 0.078 -0.154 0.278
H -1.0347 0.9020 -5.1246 -0.241 -0.233 0.129
C 1.1434 -1.8287 -4.2694 -0.035 0.047 0.103
C 2.1548 -2.6659 -4.7492 -0.131 0.191 0.111
C 3.3405 -2.8258 -4.0291 -0.118 0.171 0.105
C 3.5286 -2.1391 -2.8238 -0.188 0.226 0.005
C 2.5417 -1.2692 -2.3581 -0.098 -0.087 -0.225
H 0.2044 -1.7268 -4.8151 0.319 -0.075 0.086
H 2.0098 -3.1881 -5.6957 0.032 0.112 0.312
H 4.1249 -3.4813 -4.4072 -0.239 0.141 0.114
H 4.4474 -2.2717 -2.2490 -0.298 0.043 -0.220
H 2.7007 -0.7177 -1.4289 -0.034 -0.172 -0.201
H -2.9363 -3.8986 -0.4166 0.470 -0.066 0.013
H -2.1827 -3.9666 -0.3971 -0.526 0.052 -0.018
C -0.7876 4.1320 5.2244 0.000 -0.453 -0.200
C 0.3366 3.9979 4.4025 0.091 -0.409 -0.200
C 0.5430 2.8131 3.6679 0.211 0.556 0.051
C -0.3618 1.7594 3.7826 -0.128 -0.615 -0.453
C -1.4802 1.8832 4.6114 -0.463 0.103 0.159
C -1.6970 3.0708 5.3306 0.254 -0.247 -0.172
Sb -0.0666 -0.1156 2.6181 0.232 0.483 2.650
C 2.0038 -0.5973 3.1379 -0.506 -0.148 0.037
C 2.9774 -0.6761 2.1405 0.145 -0.011 0.004
C 4.3194 -0.8808 2.4965 -0.355 0.019 0.118
C 4.6681 -1.0280 3.8442 -0.394 0.091 -0.124
C 3.6839 -0.9357 4.8378 -0.157 0.018 -0.238
C 2.3430 -0.7145 4.4885 0.171 0.024 0.073
C -1.8028 -1.3496 3.0703 0.616 -0.055 -0.067
C -1.6202 -2.5876 3.6922 -0.102 -0.063 -0.024
C -2.7319 -3.4176 3.8899 0.093 0.223 -0.040
C -4.0010 -3.0086 3.4554 0.310 0.205 0.010
C -4.1672 -1.7772 2.8111 0.300 0.058 0.056
C -3.0578 -0.9454 2.6047 -0.050 0.078 -0.021
H -0.9555 5.0533 5.7815 0.056 -0.244 -0.161
H 1.0635 4.8127 4.3305 -0.290 -0.339 -0.012
H 1.4187 2.7296 3.0167 -0.228 0.059 0.257
H -2.1891 1.0536 4.7078 0.207 0.355 -0.019
H -2.5735 3.1599 5.9776 0.329 -0.068 -0.235
H 2.7031 -0.5781 1.0878 0.096 -0.076 0.276
H 5.0828 -0.9245 1.7148 -0.275 -0.022 0.320
H 5.7065 -1.2123 4.1168 -0.272 0.087 -0.034
H 3.9554 -1.0317 5.8907 -0.093 0.007 -0.345
H 1.5754 -0.6274 5.2638 0.351 -0.045 -0.198
H -0.6190 -2.9019 4.0059 -0.445 0.008 -0.047
H -2.5978 -4.3822 4.3892 -0.096 0.387 -0.213
H -4.8634 -3.6495 3.6257 0.192 0.112 -0.061
H -5.1547 -1.4514 2.4693 0.403 -0.176 0.142
H -3.1814 0.0091 2.0806 -0.017 -0.307 0.238
```
Forces are in eV/Å.

Atomic partial charges in e from the Löwdin method, atoms 1 to 5: 0.45, -0.01, -0.23, 0.15, 1.03

---

Entry 2:
Below is a molecular structure, C37H32BF2GeN7S2Y in a non-equilibrium geometry, with properties calculated with the ωB97M-V functional and the def2-TZVPD basis.

The value obtained for the energy is -134664.754 eV. The value obtained for the lowest unoccupied orbital energy is 2.20 eV. As for the total charge: -1. The HOMO energy is -1.7 eV. Its energy relative to the best compared isomer or geometry (same formula, charge and spin) is 42.1 kcal/mol. The value obtained for the frontier orbital gap is 3.875 eV.

```
83
Properties=species:S:1:pos:R:3:forces:R:3
Y 1.4845 -1.3831 1.3108 4.613 2.886 0.942
C -0.3138 -0.3972 5.4002 0.408 0.104 -0.497
C 0.5628 -0.1756 4.1945 -0.793 2.396 0.556
N 1.3369 -1.1736 3.7131 0.101 -1.221 -2.259
N 1.4418 -2.3538 4.3426 0.776 -1.317 0.225
C 2.4154 -3.1994 3.9735 -0.867 0.862 0.672
N 2.3736 -4.5012 4.4823 -0.151 0.032 0.129
S 3.6611 -2.6707 2.9558 0.063 0.131 -0.500
C 0.6339 1.0162 3.4630 -0.181 -1.738 1.471
C 0.0502 2.2466 3.8891 -0.353 0.902 -0.137
C 0.2910 3.4023 3.2122 -0.477 -0.479 0.752
C 1.1261 3.3701 2.0761 0.685 -0.278 -0.787
C 1.6053 2.1455 1.6695 0.160 1.236 -0.188
N 1.3707 0.9835 2.2778 -0.169 -1.488 -0.955
H 0.2600 -0.8349 6.2201 0.018 -0.085 0.231
H -1.1446 -1.0719 5.1664 -0.102 -0.117 0.065
H -0.7358 0.5341 5.7586 -0.059 0.048 0.062
H 0.7634 -2.6622 5.0412 0.073 0.134 -0.262
H 1.4578 -4.9292 4.4097 0.081 -0.013 -0.033
H 3.0745 -5.0683 4.0265 -0.094 0.006 0.093
H -0.5767 2.2554 4.7702 -0.018 0.043 -0.008
H -0.1480 4.3373 3.5395 -0.025 -0.004 0.056
H 1.3607 4.2726 1.5314 0.033 -0.055 -0.117
H 2.2285 2.0913 0.7781 -0.057 0.025 -0.043
N 2.4572 -4.3665 -2.2308 -0.153 0.477 0.145
C 3.1723 -5.2422 -1.4597 0.220 0.039 0.630
C 3.7320 -6.4791 -1.7301 0.048 -0.136 -0.028
C 4.4207 -7.0996 -0.7006 -0.085 -0.084 -0.304
C 4.5479 -6.4936 0.5472 0.049 -0.030 0.153
C 3.9894 -5.2589 0.8216 -0.007 -0.078 -0.111
C 3.2793 -4.6177 -0.1929 0.339 -0.843 -0.277
N 2.6290 -3.4078 -0.2173 -0.801 1.038 -0.499
C 2.1564 -3.2804 -1.4474 0.471 -0.900 0.247
C 1.3805 -2.1811 -1.9356 -0.757 0.365 -1.350
C 0.7636 -2.1548 -3.1580 0.274 0.046 0.711
S -0.1667 -0.7041 -3.3359 0.250 -0.255 0.181
C 0.3354 -0.2109 -1.6884 -0.671 0.891 -0.478
N 1.1756 -1.0975 -1.1324 0.631 -0.737 1.037
H 2.2006 -4.4724 -3.1954 0.008 0.019 0.027
H 3.6325 -6.9412 -2.7027 0.014 -0.037 -0.043
H 4.8664 -8.0712 -0.8733 0.010 0.012 0.001
H 5.1050 -7.0110 1.3191 -0.012 0.056 0.022
H 4.1149 -4.7821 1.7792 -0.032 0.065 0.053
H 0.7485 -2.8943 -3.9331 0.081 -0.244 -0.090
H 0.2763 1.1206 -0.1091 0.041 0.184 0.119
C -0.0914 0.9373 -1.1087 -0.379 0.143 -0.168
Ge -1.4659 2.1056 -1.7227 -0.262 0.249 0.286
C -1.7539 2.0216 -3.6922 0.117 0.032 0.696
C -0.7429 2.4386 -4.5462 0.186 0.113 0.047
C -0.8575 2.2940 -5.9170 0.129 0.084 -0.069
C -2.0004 1.7312 -6.4573 0.067 -0.031 -0.134
C -3.0188 1.3156 -5.6195 -0.201 -0.111 -0.142
C -2.8915 1.4556 -4.2490 -0.196 -0.045 0.214
C -3.1885 1.7195 -0.8058 0.515 0.095 -0.349
C -3.2512 0.7434 0.1798 0.264 -0.083 -0.053
C -4.4209 0.5204 0.8854 -0.051 -0.086 0.119
C -5.5481 1.2773 0.6139 -0.071 -0.041 0.060
C -5.5036 2.2483 -0.3735 -0.188 0.062 0.016
C -4.3307 2.4617 -1.0758 0.021 0.131 -0.182
C -0.9313 3.9289 -1.1379 -0.148 -0.531 -0.221
C -1.7138 4.7011 -0.2934 -0.265 -0.170 -0.025
C -1.2554 5.9089 0.2012 -0.004 0.189 0.097
C 0.0034 6.3660 -0.1495 0.043 0.094 0.039
C 0.7983 5.6068 -0.9931 0.129 0.125 -0.052
C 0.3313 4.3981 -1.4734 0.082 -0.147 -0.167
H 0.1634 2.8546 -4.1271 0.103 0.067 -0.031
H -0.0482 2.6066 -6.5625 0.048 0.032 -0.045
H -2.0842 1.5995 -7.5269 -0.041 0.014 -0.084
H -3.9093 0.8656 -6.0402 -0.038 -0.015 0.023
H -3.6810 1.0995 -3.5996 -0.076 -0.018 0.028
H -2.3648 0.1564 0.3882 0.006 -0.066 0.068
H -4.4497 -0.2416 1.6520 0.006 -0.048 0.044
H -6.4594 1.1108 1.1729 -0.050 -0.004 0.012
H -6.3840 2.8403 -0.5869 -0.036 0.038 -0.035
H -4.2925 3.2210 -1.8480 -0.090 0.098 -0.041
H -2.6909 4.3362 -0.0085 -0.093 0.040 0.112
H -1.8759 6.4913 0.8706 -0.017 0.002 0.024
H 0.3733 7.3022 0.2467 0.008 0.055 0.014
H 1.7886 5.9500 -1.2635 0.041 0.018 0.006
H 0.9631 3.7851 -2.1027 0.168 0.005 -0.022
F -1.4086 -2.8027 0.5156 0.029 0.277 -0.547
B -0.4156 -2.6069 1.4111 -3.751 -2.446 0.631
F -0.7838 -3.3395 2.5159 0.414 0.022 0.219
```
Forces are in eV/Å.

Atomic partial charges in e from the Löwdin method, atoms 1 to 5: 1.40, -0.06, -0.36, -0.18, -0.05